{
  "formula": "C39H36N6O2PSTa",
  "method": "the ωB97M-V functional and the def2-TZVPD basis",
  "gap_ev": 6.94,
  "elements": ["Ta", "S", "P", "O", "O", "N", "N", "N", "N", "N", "N", "C", "C", "C", "C", "C", "C", "C", "C", "C", "C", "C", "C", "C", "C", "C", "C", "C", "C", "C", "C", "C", "C", "C", "C", "C", "C", "C", "C", "C", "C", "C", "C", "C", "C", "C", "C", "C", "C", "C", "H", "H", "H", "H", "H", "H", "H", "H", "H", "H", "H", "H", "H", "H", "H", "H", "H", "H", "H", "H", "H", "H", "H", "H", "H", "H", "H", "H", "H", "H", "H", "H", "H", "H", "H", "H"],
  "xyz": [[-0.247, -0.768, 0.225], [0.743, 0.062, 2.303], [-0.205, 1.686, 1.259], [3.442, -0.452, -0.826], [0.274, -2.548, 1.504], [4.094, -2.158, 0.524], [1.836, -1.594, 0.347], [-2.166, -1.764, 0.328], [0.061, -2.669, -1.228], [-1.462, 2.536, 0.280], [-1.951, 0.599, -0.914], [-1.203, 4.726, 3.859], [-3.003, -1.479, 1.406], [-1.485, 2.704, 5.103], [3.561, 3.366, 1.125], [1.519, -2.534, 1.246], [-2.654, 0.023, -1.907], [0.914, -1.034, -2.704], [-1.086, 1.965, 3.997], [-0.822, 3.983, 2.753], [3.780, -3.142, 1.402], [-2.212, 1.891, -0.646], [0.552, -0.083, -1.739], [-2.642, -3.183, -1.871], [0.624, 1.248, -2.159], [1.126, 3.811, -0.095], [-3.638, 0.642, -2.630], [-4.191, -2.144, 1.290], [1.375, 0.645, -4.364], [1.440, -3.488, -2.989], [1.244, 2.746, 0.798], [-0.769, 2.587, 2.797], [0.801, -2.444, -2.321], [-3.241, 2.588, -1.318], [-4.126, -2.881, 0.093], [1.030, 1.614, -3.430], [5.468, -1.914, 0.109], [-0.112, -3.928, -0.807], [2.513, -3.387, 1.803], [2.207, 4.631, -0.386], [-1.549, 4.087, 5.040], [1.310, -0.682, -3.997], [-2.690, -0.535, 2.515], [-3.949, 1.964, -2.307], [-2.905, -2.649, -0.483], [2.480, 2.545, 1.409], [3.432, 4.410, 0.222], [3.112, -1.322, -0.050], [1.285, -4.780, -2.531], [0.479, -5.009, -1.424], [-1.850, 4.661, 5.907], [0.356, 2.036, -1.479], [6.133, -2.502, 0.737], [2.606, 1.731, 2.109], [-1.217, 5.807, 3.798], [-1.004, 0.893, 4.088], [-4.733, 2.495, -2.833], [-1.737, 2.190, 6.022], [-3.389, -0.709, 3.333], [-3.614, -3.273, -2.358], [4.620, -3.715, 1.773], [0.305, -6.004, -1.041], [-5.004, -2.090, 1.997], [-2.395, -0.999, -2.124], [5.697, -0.856, 0.214], [1.072, 2.664, -3.696], [-3.439, 3.617, -1.045], [2.266, -4.149, 2.522], [1.540, -1.452, -4.723], [-2.786, 0.515, 2.219], [5.607, -2.188, -0.936], [-1.695, -0.687, 2.917], [-2.022, -2.555, -2.509], [0.181, 4.010, -0.580], [1.673, 0.923, -5.366], [-0.518, 4.515, 1.859], [-4.153, 0.105, -3.412], [-2.193, -4.175, -1.894], [1.787, -5.600, -3.028], [2.086, 5.441, -1.094], [4.509, 3.185, 1.614], [-4.896, -3.501, -0.341], [4.279, 5.045, -0.006], [-1.801, 3.456, 0.519], [-0.743, -4.053, 0.061], [2.076, -3.267, -3.833]],
  "lowdin_charge": [1.584, 0.452, 0.576, 0.086, -0.191, -0.040, -0.018, -0.092, 0.006, -0.108, -0.002, -0.083, -0.369, -0.077, -0.075, -0.588, -0.119, -0.206, -0.125, -0.100, -0.043, -0.378, -0.197, -0.072, -0.109, -0.129, -0.052, -0.069, -0.079, 0.005, -0.335, -0.319, -0.224, -0.013, -0.078, -0.064, -0.014, -0.153, 0.028, -0.079, -0.092, -0.035, -0.079, -0.065, -0.362, -0.106, -0.085, -0.486, -0.043, -0.042, 0.100, 0.042, 0.087, 0.048, 0.102, 0.051, 0.109, 0.104, 0.087, 0.086, 0.129, 0.111, 0.097, 0.063, 0.095, 0.104, 0.109, 0.117, 0.102, 0.066, 0.098, 0.004, 0.054, 0.094, 0.101, 0.093, 0.105, 0.067, 0.111, 0.102, 0.103, 0.100, 0.101, 0.085, 0.121, 0.108]
}

=====

{
  "formula": "C39H36NO4",
  "method": "the ωB97M-V functional and the def2-TZVPD basis",
  "smiles": "CCN(CC)C(=O)[C@@H](C(=O)c1ccccc1)[C@H](c1ccc(OC)cc1)c1cc(-c2ccccc2)c([O-])c(-c2ccccc2)c1",
  "total_charge": -1,
  "gap_ev": 5.57,
  "elements": ["O", "O", "O", "O", "N", "C", "C", "C", "C", "C", "C", "C", "C", "C", "C", "C", "C", "C", "C", "C", "C", "C", "C", "C", "C", "C", "C", "C", "C", "C", "C", "C", "C", "C", "C", "C", "C", "C", "C", "C", "C", "C", "C", "C", "H", "H", "H", "H", "H", "H", "H", "H", "H", "H", "H", "H", "H", "H", "H", "H", "H", "H", "H", "H", "H", "H", "H", "H", "H", "H", "H", "H", "H", "H", "H", "H", "H", "H", "H", "H"],
  "xyz": [[-2.793, -1.409, -0.525], [3.266, -0.939, 5.347], [-3.533, -0.706, 1.971], [2.494, -1.653, -3.810], [-2.358, 0.720, -1.201], [5.661, 0.746, -3.253], [-2.326, 2.134, -0.756], [-1.651, -2.880, -3.568], [0.295, -2.801, -4.986], [-3.017, 0.428, -2.478], [4.118, 0.157, 5.735], [2.335, -0.774, 4.369], [2.174, 0.402, 3.598], [0.599, -1.855, 3.109], [-0.097, -1.775, -1.371], [0.535, -0.753, 2.254], [-2.652, 3.380, 3.870], [4.093, 1.214, -0.995], [3.653, 0.236, -1.929], [-2.568, 1.051, 3.148], [-2.310, 2.412, 2.916], [1.815, -1.331, -2.812], [-2.566, 0.046, 2.028], [-1.478, 0.040, 0.932], [-4.518, 0.293, -2.364], [6.039, 1.745, -2.347], [-3.185, 2.985, 5.101], [-0.291, -2.513, -3.737], [-0.423, -3.399, -6.017], [0.435, -1.843, -2.643], [1.494, -1.885, 4.151], [1.276, 0.397, 2.527], [0.430, -0.975, -0.343], [-2.306, -0.298, -0.296], [5.255, 1.956, -1.207], [-3.433, 1.628, 5.354], [-2.355, -3.538, -4.576], [-0.332, -0.911, 1.006], [-1.756, -3.774, -5.818], [-0.908, 2.702, -0.705], [-3.143, 0.677, 4.382], [1.668, -0.369, -0.548], [2.368, -0.458, -1.746], [4.503, 0.006, -3.037], [-2.480, 4.437, 3.646], [2.785, 1.285, 3.795], [-3.371, 3.726, 5.874], [-0.256, 2.191, -1.428], [6.261, 0.544, -4.139], [4.687, -0.254, 6.573], [-4.784, -0.351, -1.520], [3.497, 1.421, -0.103], [6.931, 2.346, -2.520], [-0.041, -2.716, 2.922], [-2.567, -0.500, -2.859], [-3.426, -0.364, 4.520], [1.206, 1.281, 1.884], [1.336, -2.543, -5.141], [-1.044, 1.043, 0.852], [2.104, 0.166, 0.288], [-4.975, 1.280, -2.243], [-1.930, 2.733, 1.943], [-2.942, 2.706, -1.458], [-2.738, 1.255, -3.140], [0.069, -3.573, -6.971], [1.606, -2.760, 4.781], [-0.777, -1.913, 1.114], [3.537, 1.031, 6.069], [-0.434, 2.622, 0.288], [5.540, 2.705, -0.468], [-3.856, 1.310, 6.310], [-2.811, 2.199, 0.232], [4.801, 0.441, 4.920], [-3.376, -3.865, -4.373], [-0.970, -2.378, -1.141], [-0.943, 3.774, -0.941], [-2.320, -4.250, -6.616], [-2.172, -2.633, -2.636], [-4.889, -0.153, -3.289], [4.234, -0.757, -3.759]],
  "lowdin_charge": [0.053, -0.107, 0.116, -0.073, -0.036, -0.104, -0.186, -0.054, -0.028, -0.196, -0.075, -0.276, -0.007, -0.022, -0.015, -0.172, -0.079, -0.049, -0.146, -0.122, -0.025, -0.309, -0.252, -0.126, -0.073, -0.133, -0.094, -0.142, -0.102, -0.085, -0.004, -0.039, -0.160, -0.426, -0.122, -0.081, -0.108, -0.182, -0.128, -0.071, -0.020, -0.011, -0.094, -0.029, 0.103, 0.101, 0.096, 0.096, 0.091, 0.086, 0.076, 0.088, 0.082, 0.122, 0.103, 0.117, 0.115, 0.087, 0.094, 0.074, 0.066, 0.087, 0.117, 0.122, 0.091, 0.114, 0.143, 0.091, 0.052, 0.086, 0.102, 0.103, 0.094, 0.092, 0.101, 0.073, 0.082, 0.086, 0.075, 0.087]
}

=====

{
  "formula": "C39H37AsN4OSSc",
  "method": "the ωB97M-V functional and the def2-TZVPD basis",
  "total_charge": 1,
  "gap_ev": 7.57,
  "elements": ["As", "Sc", "S", "O", "N", "N", "N", "N", "C", "C", "C", "C", "C", "C", "C", "C", "C", "C", "C", "C", "C", "C", "C", "C", "C", "C", "C", "C", "C", "C", "C", "C", "C", "C", "C", "C", "C", "C", "C", "C", "C", "C", "C", "C", "C", "C", "C", "H", "H", "H", "H", "H", "H", "H", "H", "H", "H", "H", "H", "H", "H", "H", "H", "H", "H", "H", "H", "H", "H", "H", "H", "H", "H", "H", "H", "H", "H", "H", "H", "H", "H", "H", "H", "H"],
  "xyz": [[-0.826, 1.749, 0.381], [-1.214, -0.944, -0.481], [1.043, -1.824, -1.684], [-2.695, -2.809, -3.434], [2.843, 0.252, -2.618], [-1.458, 0.389, -2.494], [-2.950, -1.588, -1.488], [-1.634, -3.154, 0.257], [-0.573, 3.526, 1.202], [-1.296, 0.871, 3.161], [-1.312, 5.366, 2.559], [-2.853, 0.035, 1.537], [3.076, 1.001, 0.763], [-3.285, -4.893, 0.168], [-1.174, -5.326, 1.173], [1.716, -1.033, -0.112], [3.693, -1.427, 1.286], [-1.894, 0.090, 4.134], [0.912, 0.822, 0.750], [0.634, 5.612, 1.172], [-2.842, -3.604, -0.113], [-2.960, -0.733, 3.811], [2.042, 0.476, -0.261], [0.666, -1.235, 2.244], [3.649, -0.020, 1.763], [0.540, -0.688, 0.855], [-3.712, -2.687, -0.928], [-0.260, 6.136, 2.093], [-1.065, 1.548, -3.027], [1.558, -0.764, 3.111], [-0.992, 1.775, -4.391], [-1.833, -0.427, -4.718], [1.955, 1.362, 1.747], [2.798, -1.894, 0.426], [4.252, 0.087, -2.295], [-1.476, 4.066, 2.110], [2.645, 0.676, -3.998], [2.495, 0.335, 2.765], [-2.528, -1.810, -2.745], [0.471, 4.315, 0.722], [-1.355, 0.753, -5.258], [-3.450, -0.750, 2.515], [-0.815, -4.026, 0.868], [2.132, 1.094, -1.656], [-1.752, 0.840, 1.847], [-2.448, -5.766, 0.832], [-1.882, -0.569, -3.335], [-0.468, 1.519, 3.423], [-3.426, -1.342, 4.573], [3.781, 1.734, 0.376], [-2.768, -6.773, 1.053], [4.716, -0.558, -3.038], [-1.278, 0.889, -6.325], [2.878, 0.807, 3.671], [-0.656, 2.732, -4.756], [-4.311, -1.358, 2.272], [-0.804, 2.347, -2.326], [4.619, 0.290, 2.150], [-4.522, -2.288, -0.304], [3.173, -0.015, -4.655], [1.154, 3.884, -0.008], [-2.171, -1.251, -5.325], [1.943, -1.048, -2.421], [1.446, 6.216, 0.798], [1.799, 2.378, 2.111], [-4.270, -5.194, -0.160], [3.014, 1.691, -4.185], [-1.523, 0.117, 5.149], [2.604, 2.088, -1.579], [-4.161, -3.285, -1.736], [4.474, -2.064, 1.667], [4.785, 1.045, -2.278], [1.622, -1.153, 4.117], [-2.305, 3.462, 2.465], [-0.023, -2.010, 2.568], [-3.309, 0.104, 0.544], [2.808, -2.920, 0.085], [4.345, -0.393, -1.324], [1.111, 1.232, -2.034], [-0.468, -5.984, 1.655], [-2.016, 5.784, 3.264], [-0.141, 7.151, 2.437], [1.583, 0.629, -4.237], [0.179, -3.670, 1.102]],
  "nbo_charge": [0.878, 1.645, -0.124, -0.610, -0.448, -0.514, -0.796, -0.558, -0.195, -0.219, -0.185, -0.345, -0.235, -0.237, -0.244, -0.130, -0.154, -0.169, -0.288, -0.203, 0.259, -0.194, 0.036, -0.195, -0.251, -0.595, -0.270, -0.196, 0.047, -0.189, -0.241, -0.204, -0.213, -0.248, -0.419, -0.261, -0.411, -0.253, 0.597, -0.251, -0.137, -0.177, 0.070, -0.261, -0.216, -0.120, 0.151, 0.228, 0.230, 0.221, 0.234, 0.217, 0.235, 0.228, 0.236, 0.226, 0.214, 0.231, 0.217, 0.217, 0.204, 0.261, 0.261, 0.224, 0.225, 0.236, 0.191, 0.228, 0.196, 0.252, 0.222, 0.187, 0.213, 0.223, 0.202, 0.238, 0.227, 0.220, 0.220, 0.237, 0.225, 0.225, 0.207, 0.219]
}

=====

{
  "formula": "C39H37BrIN2OPS2Tb",
  "method": "the ωB97M-V functional and the def2-TZVPD basis",
  "spin_multiplicity": 7,
  "s_squared": 12.074,
  "total_charge": 1,
  "gap_ev": [4.18, 5.18],
  "elements": ["Tb", "I", "Br", "S", "S", "P", "O", "N", "N", "C", "C", "C", "C", "C", "C", "C", "C", "C", "C", "C", "C", "C", "C", "C", "C", "C", "C", "C", "C", "C", "C", "C", "C", "C", "C", "C", "C", "C", "C", "C", "C", "C", "C", "C", "C", "C", "C", "C", "H", "H", "H", "H", "H", "H", "H", "H", "H", "H", "H", "H", "H", "H", "H", "H", "H", "H", "H", "H", "H", "H", "H", "H", "H", "H", "H", "H", "H", "H", "H", "H", "H", "H", "H", "H", "H"],
  "xyz": [[0.270, 1.899, -1.877], [2.016, -0.216, 1.070], [-2.556, -1.688, -5.664], [0.622, 3.670, 0.086], [-1.060, 0.984, 0.180], [-0.518, -1.947, 1.990], [2.699, 1.952, -2.144], [0.380, 0.236, -3.432], [-0.336, 3.468, -3.653], [2.059, -3.329, 5.593], [-0.174, -5.015, -1.381], [0.600, -3.787, 3.708], [1.207, -2.004, -3.811], [-1.437, 4.239, -3.475], [1.355, -0.723, -3.296], [-1.288, -4.229, -1.241], [2.849, 0.471, 3.955], [-0.965, 4.601, 2.197], [0.061, -2.353, -4.447], [1.640, -1.639, 3.830], [2.148, -0.462, 3.238], [-2.782, -3.696, 2.420], [1.351, -4.223, 4.838], [3.030, -1.068, 5.768], [-1.517, 2.372, 1.111], [-2.107, -2.484, 2.706], [3.113, 3.203, -4.202], [2.269, -2.044, 5.075], [-4.759, -3.029, 3.622], [0.811, -3.915, 0.506], [3.234, 0.218, 5.293], [-0.356, -3.091, 0.640], [-0.796, -0.173, -3.967], [3.067, 3.315, -2.720], [0.885, -4.878, -0.476], [-1.411, -3.277, -0.194], [-2.763, 2.383, 1.905], [-0.688, 3.521, 1.142], [0.597, 5.221, -5.019], [-0.969, -1.421, -4.622], [-4.027, -1.870, 4.005], [0.680, 3.892, -4.522], [-4.115, -3.880, 2.758], [1.744, 2.885, -4.860], [0.630, -2.506, 3.266], [-1.628, 5.479, -4.095], [-0.545, 6.028, -4.835], [-2.730, -1.594, 3.595], [-2.223, -4.557, 2.035], [3.636, -1.342, 6.603], [1.718, -5.591, -0.473], [-3.471, 3.202, 1.582], [-0.567, 7.068, -5.178], [-2.284, -0.624, 3.942], [4.018, 3.647, -2.282], [-2.020, 4.941, 2.162], [-5.814, -3.234, 3.777], [-1.559, 0.536, -4.050], [2.377, -0.358, -2.940], [-0.187, -5.851, -2.106], [-0.916, 4.216, 3.250], [3.281, 1.342, 3.467], [-4.617, -4.782, 2.396], [3.055, 1.902, -1.242], [1.365, 1.929, -4.628], [-3.172, 1.374, 1.852], [2.024, -2.699, -3.585], [1.432, 5.653, -5.643], [1.389, -5.302, 5.045], [-0.242, 5.454, 2.158], [3.843, 2.477, -4.565], [1.752, -3.741, 1.010], [-2.120, 3.923, -2.709], [2.300, 3.990, -2.330], [-2.129, -4.356, -1.935], [1.734, 3.003, -5.984], [-0.047, -3.351, -4.915], [0.054, -4.528, 3.178], [-2.380, -2.908, 0.051], [-2.570, 6.013, -3.897], [2.525, -3.570, 6.568], [-4.593, -1.166, 4.636], [-2.627, 2.655, 2.963], [3.542, 4.134, -4.653], [3.701, 1.004, 5.880]],
  "lowdin_charge": [0.906, 0.859, 0.760, 0.574, 0.437, 1.077, -0.269, -0.157, -0.059, -0.056, -0.090, -0.120, -0.057, -0.131, -0.112, -0.073, -0.160, -0.119, -0.099, -0.216, -0.572, -0.091, -0.067, -0.005, -0.749, -0.334, -0.160, -0.170, -0.061, -0.080, -0.057, -0.402, -0.168, -0.178, -0.073, -0.105, -0.132, -0.770, -0.007, -0.616, -0.076, -0.249, -0.091, -0.128, -0.359, -0.035, -0.027, -0.097, 0.119, 0.111, 0.117, 0.112, 0.118, 0.126, 0.138, 0.080, 0.111, 0.081, 0.129, 0.119, 0.095, 0.085, 0.115, 0.050, 0.060, 0.058, 0.129, 0.136, 0.113, 0.081, 0.125, 0.106, 0.104, 0.083, 0.113, 0.152, 0.129, 0.089, 0.100, 0.117, 0.124, 0.109, 0.084, 0.138, 0.107]
}

=====

It is found that the M values, taken in the order of the records, are 864.75, 582.72, 729.70, 1010.58 g/mol.